[1]
Entry from OMol25: a molecular structure, C28H25N7O2RuS8 (the ωB97M-V functional and the def2-TZVPD basis).

Geometry as XYZ:
```
71
Properties=species:S:1:pos:R:3
Ru -0.2734 -1.1670 -0.1498
O 3.8853 2.2778 -0.3356
C 4.4794 1.0687 -0.4837
C 5.8686 0.9609 -0.4660
C 6.4865 -0.2652 -0.6105
C 5.7228 -1.4155 -0.7722
C 4.3472 -1.3110 -0.7857
C 3.6943 -0.0823 -0.6480
C 2.2181 -0.0783 -0.6774
O 1.6343 -1.2485 -0.7243
N 1.5489 1.0371 -0.6548
N 0.1453 0.8041 -0.6947
C -0.4764 1.8791 -1.0304
S 0.3665 3.3972 -1.2246
C -1.0966 4.3040 -1.8059
C -2.3372 3.6696 -1.2114
S -2.1702 1.8742 -1.4030
H 4.5729 2.9444 -0.2258
H 6.4635 1.8585 -0.3374
H 7.5669 -0.3220 -0.5964
H 6.1978 -2.3797 -0.8868
H 3.7352 -2.1934 -0.9084
H -1.1220 4.2717 -2.8947
H -0.9903 5.3394 -1.4841
H -3.2436 3.9719 -1.7343
H -2.4453 3.9036 -0.1528
N 0.8859 -1.7688 3.7488
C 0.9979 -0.3945 3.9207
C 1.2697 0.3680 5.0510
C 1.3283 1.7325 4.8667
C 1.1375 2.3106 3.6003
C 0.8707 1.5485 2.4844
C 0.7870 0.1669 2.6591
N 0.5464 -0.8683 1.7568
C 0.6180 -1.9865 2.4505
C 0.4378 -3.2584 1.7695
C 0.7763 -4.5193 2.1384
S 0.4771 -5.5939 0.8463
C -0.0719 -4.3062 -0.1129
N -0.0497 -3.1474 0.4821
H 0.9602 -2.4697 4.4657
H 1.4247 -0.0814 6.0223
H 1.5314 2.3728 5.7142
H 1.2062 3.3851 3.4989
H 0.7542 2.0039 1.5125
H 1.1893 -4.8623 3.0721
H -0.4147 -4.4437 -1.1269
C 0.4515 -0.3880 -3.6591
C -0.7167 -1.2142 -3.2538
N -1.0350 -1.6626 -2.0476
C -2.1377 -2.4871 -2.1958
C -2.4816 -2.5393 -3.5030
N -1.5750 -1.7341 -4.1528
H 1.0302 -0.0831 -2.7962
H 0.1297 0.5048 -4.1974
H 1.1027 -0.9701 -4.3130
H -2.6524 -2.9012 -1.3466
H -3.2865 -3.0357 -4.0132
H -1.5337 -1.5644 -5.1435
C -6.6536 0.1301 -1.1566
S -5.0810 -0.6744 -0.7863
C -4.4253 0.3688 0.4611
C -3.2841 0.0809 1.1097
S -2.3676 -1.3895 0.9035
S -2.7369 1.2720 2.2607
C -3.9727 2.4456 2.0002
S -4.1105 3.8582 2.8169
S -5.1664 1.8961 0.8599
H -7.1145 -0.4829 -1.9289
H -6.5091 1.1351 -1.5478
H -7.3144 0.1476 -0.2922
```

Results
* net charge: +1
* HOMO-LUMO gap (alpha / beta): 0.24721 / 0.21235 hartree
* energy above the lowest of the compared OMol25 structures with the same formula, charge and spin: 5.8 kcal per mole
* 2S+1: 2
* total energy: -133229.5344 eV
* HOMO level (alpha / beta): -9.404 / -9.385 eV
* LUMO level (alpha / beta): -0.098 / -0.133 Eh

Atomic partial charges in e from the Löwdin method, atoms 1 to 4: Ru 1.135; O 0.061; C -0.252; C -0.019

[2]
Entry from OMol25: a molecular structure, C28H26AsCoN4O2Se (the ωB97M-V functional and the def2-TZVPD basis).

Geometry as XYZ:
```
63
Properties=species:S:1:pos:R:3
Co 0.4397 -1.5941 -0.2798
C 4.1555 -2.3650 -1.9551
C 2.7093 -2.1935 -1.6489
N 2.2914 -1.4672 -0.6651
O 3.2821 -0.9349 0.1455
C 1.6424 -2.7814 -2.4453
C 1.8337 -3.4778 -3.7489
N 0.4617 -2.5413 -1.9293
O -0.6320 -2.8139 -2.5030
H 4.6747 -2.7776 -1.0901
H 4.6062 -1.3920 -2.1577
H 4.3000 -3.0194 -2.8088
H 2.9833 -0.0330 0.3429
H 2.5184 -2.9331 -4.3995
H 0.8699 -3.5599 -4.2452
H 2.2327 -4.4843 -3.6060
Se -2.6509 -2.6994 -0.8342
N -1.3266 -2.1421 0.2544
C -1.7132 -2.3505 1.5118
C -0.9444 -2.0507 2.6754
C -1.4875 -2.3121 3.8887
C -2.8024 -2.8692 4.0306
C -3.5645 -3.1551 2.9505
C -3.0338 -2.8920 1.6482
N -3.6807 -3.1040 0.5139
H 0.0481 -1.6257 2.5841
H -0.9182 -2.0964 4.7835
H -3.1809 -3.0589 5.0256
H -4.5591 -3.5697 3.0353
C -2.8599 2.4742 -3.3987
C -2.3355 3.3417 -2.4473
C -1.4830 2.8623 -1.4664
C -1.1657 1.5068 -1.4365
C -1.6747 0.6402 -2.3972
C -2.5272 1.1288 -3.3792
As 0.0201 0.8163 -0.0970
C -0.7947 1.2303 1.6004
C -2.1221 1.6295 1.6951
C -2.6964 1.8233 2.9457
C -1.9491 1.6230 4.0959
C -0.6222 1.2220 4.0033
C -0.0493 1.0172 2.7587
C 1.5517 1.9907 -0.1995
C 1.7878 2.9971 0.7320
C 2.8890 3.8303 0.5829
C 3.7471 3.6661 -0.4942
C 3.5073 2.6699 -1.4318
C 2.4139 1.8312 -1.2849
H -3.5229 2.8541 -4.1645
H -2.5882 4.3933 -2.4742
H -1.0670 3.5402 -0.7299
H -1.3876 -0.4059 -2.4055
H -2.9221 0.4594 -4.1319
H -2.7119 1.7889 0.8011
H -3.7300 2.1347 3.0178
H -2.3988 1.7804 5.0673
H -0.0363 1.0671 4.8999
H 0.9889 0.7041 2.6961
H 1.1164 3.1369 1.5698
H 3.0719 4.6120 1.3081
H 4.6025 4.3186 -0.6072
H 4.1706 2.5503 -2.2781
H 2.2226 1.0593 -2.0233
```

Results
* net charge: +1
* HOMO-LUMO gap (alpha / beta): 0.27510 / 0.27278 hartree
* 2S+1: 2
* total energy: -203316.4336 eV
* HOMO level (alpha / beta): -11.145 / -11.151 eV
* LUMO level (alpha / beta): -0.134 / -0.137 Eh

Atomic partial charges in e from the natural (NBO) method, atoms 1 to 4: Co 0.933; C -0.682; C 0.299; N -0.228

[3]
Entry from OMol25: a molecular structure, C28H26ClN4O4SV (the ωB97M-V functional and the def2-TZVPD basis).

Geometry as XYZ:
```
65
Properties=species:S:1:pos:R:3
V -0.1444 -0.1244 0.4981
Cl -2.2870 -6.0262 3.8546
C -1.8946 -4.7665 2.6983
C -1.3230 -5.1146 1.4810
C -1.0159 -4.1107 0.5775
C -1.2636 -2.7585 0.8439
O -0.9750 -1.8479 -0.0631
C -1.8515 -2.4219 2.1032
C -2.1988 -1.0855 2.4215
N -1.8393 -0.0335 1.6579
C -2.4212 1.1822 1.7904
C -3.3698 1.5709 2.7429
C -3.8862 2.8688 2.7463
C -3.5060 3.8144 1.8216
C -2.5602 3.4631 0.8305
C -2.1001 4.3466 -0.1625
C -1.1709 3.9218 -1.0795
C -0.7001 2.6097 -1.0131
N -1.1210 1.7479 -0.1062
C -2.0246 2.1512 0.8187
C -2.1537 -3.4553 3.0127
H -1.1151 -6.1517 1.2550
H -0.5543 -4.3490 -0.3731
H -2.7867 -0.9196 3.3186
H -3.7087 0.8707 3.4919
H -4.6077 3.1337 3.5105
H -3.9077 4.8195 1.8420
H -2.4804 5.3614 -0.1820
H -0.7913 4.5874 -1.8432
H 0.0523 2.2546 -1.7045
H -2.5986 -3.2074 3.9687
O 1.5706 1.8648 3.5109
C 1.7492 1.2487 2.4722
O 0.8919 1.2129 1.4975
C 3.0616 0.5392 2.2494
C 4.1874 1.1082 2.8441
C 5.4512 0.5775 2.6685
C 5.5950 -0.5682 1.8908
C 4.4868 -1.1562 1.3133
C 3.1946 -0.6229 1.4738
S 1.8839 -1.5184 0.7341
H 4.0299 1.9858 3.4581
H 6.3123 1.0412 3.1340
H 6.5740 -1.0102 1.7422
H 4.5921 -2.0608 0.7263
C -1.9849 -0.5293 -2.7643
N -0.7011 -0.5162 -3.4611
C -0.6163 -1.4474 -4.5753
C 0.4103 -0.1955 -2.7385
O 0.4104 -0.0846 -1.5138
N 1.5777 0.0040 -3.4344
C 2.7781 0.1909 -2.6259
C 1.5755 0.7376 -4.6880
H -2.7723 -0.4906 -3.5177
H -2.0663 0.3448 -2.1237
H -2.0927 -1.4152 -2.1370
H -1.0360 -2.4131 -4.2787
H 0.4180 -1.6021 -4.8681
H -1.1821 -1.0733 -5.4318
H 2.7455 -0.4634 -1.7566
H 2.8667 1.2248 -2.2745
H 3.6466 -0.0498 -3.2398
H 0.5939 0.7158 -5.1514
H 2.3035 0.3051 -5.3774
H 1.8505 1.7848 -4.5156
```

Results
* net charge: -1
* HOMO-LUMO gap (alpha / beta): 0.17417 / 0.24229 hartree
* energy above the lowest of the compared OMol25 structures with the same formula, charge and spin: 11.1 kcal per mole
* 2S+1: 4
* total energy: -92659.6072 eV
* HOMO level (alpha / beta): -2.509 / -4.367 eV
* LUMO level (alpha / beta): 0.082 / 0.082 Eh

Atomic partial charges in e from the natural (NBO) method, atoms 1 to 4: V 1.404; Cl -0.062; C -0.074; C -0.246

[4]
Entry from OMol25: a molecular structure, C28H26CoN7PSSe2 (the ωB97M-V functional and the def2-TZVPD basis).

Geometry as XYZ:
```
66
Properties=species:S:1:pos:R:3
Co -0.4101 -0.9511 -0.7828
Se 2.2001 2.5200 -1.3590
P 0.1540 2.8111 -0.8550
Se -1.3018 1.2163 -1.3084
C -0.5302 4.2924 -1.6833
C -1.9031 4.4652 -1.8460
C -2.3969 5.6298 -2.4122
C -1.5264 6.6305 -2.8210
C -0.1592 6.4604 -2.6662
C 0.3387 5.2952 -2.1006
C -0.0678 3.2255 0.9186
C -1.3501 3.2828 1.4637
C -1.5292 3.6426 2.7893
C -0.4303 3.9318 3.5898
C 0.8464 3.8775 3.0525
C 1.0239 3.5351 1.7180
H -2.5869 3.6809 -1.5488
H -3.4646 5.7528 -2.5409
H -1.9145 7.5377 -3.2663
H 0.5253 7.2333 -2.9911
H 1.4055 5.1496 -1.9912
H -2.2071 3.0350 0.8503
H -2.5288 3.6917 3.2035
H -0.5704 4.1990 4.6294
H 1.7052 4.1059 3.6711
H 2.0123 3.5024 1.2760
N 5.0517 2.2173 1.5063
C 5.0881 0.8855 1.6550
S 6.3644 0.0293 2.2266
C 3.8085 0.2459 1.2367
C 3.7727 -0.6264 0.1607
C 2.5421 -1.0430 -0.3053
N 1.3859 -0.6568 0.2413
C 1.4321 0.1326 1.3179
C 2.6162 0.5987 1.8507
H 5.8876 2.7459 1.6969
H 4.3071 2.6430 0.9682
H 4.6851 -0.9401 -0.3262
H 2.4715 -1.6889 -1.1710
H 0.4800 0.4285 1.7363
H 2.5999 1.2613 2.7054
N 0.4789 -7.3239 -1.0584
C 0.0739 -6.0498 -0.9430
N -1.0586 -5.7993 -0.2620
N 0.8141 -5.1232 -1.5133
C 0.4271 -3.8806 -1.3921
N 0.1113 -2.7731 -1.2981
H 0.0087 -8.0803 -0.5988
H 1.3510 -7.4952 -1.5262
H -1.6150 -6.5331 0.1365
H -1.4053 -4.8558 -0.2007
C -2.0688 -1.6254 0.1296
C -1.7316 -1.3173 1.5219
C -2.1781 -0.1320 2.1281
C -1.7987 0.2043 3.4116
C -0.9480 -0.6333 4.1342
C -0.5026 -1.8243 3.5585
C -0.8980 -2.1569 2.2792
C -0.5285 -0.2617 5.4556
N -0.1891 0.0431 6.5115
H -2.9463 -1.0894 -0.2260
H -2.1549 -2.6912 -0.0820
H -2.8161 0.5349 1.5622
H -2.1393 1.1282 3.8600
H 0.1568 -2.4745 4.1184
H -0.5246 -3.0715 1.8319
```

Results
* net charge: 0
* HOMO-LUMO gap (alpha / beta): 0.26126 / 0.26693 hartree
* energy above the lowest of the compared OMol25 structures with the same formula, charge and spin: 14.6 kcal per mole
* 2S+1: 2
* total energy: -228334.3275 eV
* HOMO level (alpha / beta): -7.590 / -7.500 eV
* LUMO level (alpha / beta): -0.018 / -0.009 Eh

Atomic partial charges in e from the natural (NBO) method, atoms 1 to 4: Co 0.983; Se -0.584; P 0.995; Se -0.566

[5]
Entry from OMol25: a molecular structure, C28H26F4N5O6PbS (the ωB97M-V functional and the def2-TZVPD basis).

Geometry as XYZ:
```
71
Properties=species:S:1:pos:R:3
Pb 0.6980 -2.2637 -0.7223
C 3.9676 -1.2386 -2.3431
C 3.7996 -0.7067 -0.9311
N 3.1865 -1.6834 0.0083
C 4.0556 -2.8920 0.0980
C 3.4759 -4.1213 -0.5790
C 3.0580 -1.0193 1.3239
C 2.4390 -1.8616 2.4275
N 1.1649 -2.4408 2.0522
C 0.5034 -3.2032 2.9220
C -0.7357 -3.7695 2.4901
F -1.1537 -3.5127 1.2333
C -1.5122 -4.5620 3.2913
F -2.6576 -5.0504 2.8145
C -1.1175 -4.8591 4.5898
C 0.0789 -4.3354 5.0531
F 0.4814 -4.6063 6.2940
C 0.8728 -3.5333 4.2625
F 2.0118 -3.0652 4.7878
H 4.2719 -0.4195 -2.9933
H 3.0299 -1.6179 -2.7430
H 4.7295 -2.0163 -2.4141
H 3.1679 0.1779 -0.9471
H 4.7784 -0.4191 -0.5270
H 4.2491 -3.1168 1.1458
H 5.0283 -2.6508 -0.3362
H 2.5939 -4.4958 -0.0521
H 4.2110 -4.9258 -0.5813
H 3.2119 -3.9232 -1.6204
H 2.4733 -0.1084 1.1787
H 4.0483 -0.7053 1.6795
H 2.3358 -1.2285 3.3142
H 3.1247 -2.6623 2.7224
H -1.7288 -5.4853 5.2247
O -2.7571 0.0364 -3.1251
C -1.9641 1.1235 -3.0854
C -2.5627 2.3708 -3.2865
C -1.8053 3.5226 -3.2344
C -0.4328 3.4723 -2.9775
C 0.1587 2.2471 -2.7785
C -0.5882 1.0611 -2.8243
C 0.0590 -0.2040 -2.4605
O 1.2339 -0.2515 -1.9948
O -0.6096 -1.2903 -2.4829
H -2.1815 -0.7535 -2.9885
H -3.6238 2.4010 -3.4982
H -2.2818 4.4804 -3.4015
H 0.1464 4.3830 -2.9291
H 1.2182 2.1695 -2.5689
O -3.3400 7.5871 -1.6376
S -2.3432 6.9464 -0.8452
O -1.1863 6.4010 -1.4858
O -2.2406 7.2907 0.5622
C -3.3269 5.2076 -0.1787
N -4.6098 5.3010 -0.1446
C -5.2095 4.1317 0.1112
C -4.4744 2.9730 0.3124
C -3.0894 3.0598 0.2666
N -2.5052 4.2468 0.0410
C -2.1646 1.9061 0.4016
C -2.6105 0.5952 0.5298
C -1.6861 -0.4293 0.4968
N -0.3724 -0.2217 0.3407
C 0.0545 1.0422 0.2788
C -0.7972 2.1258 0.3173
H -6.2912 4.1365 0.1494
H -4.9848 2.0422 0.5057
H -3.6586 0.3455 0.6034
H -2.0199 -1.4580 0.5444
H 1.1139 1.1945 0.1278
H -0.4090 3.1291 0.2153
```

Results
* net charge: +1
* HOMO-LUMO gap (alpha / beta): 0.20497 / 0.20927 hartree
* energy above the lowest of the compared OMol25 structures with the same formula, charge and spin: 4.9 kcal per mole
* 2S+1: 1
* total energy: -76137.6930 eV
* HOMO level (alpha / beta): -11.003 / -11.003 eV
* LUMO level (alpha / beta): -0.199 / -0.195 Eh

Atomic partial charges in e from the Löwdin method, atoms 1 to 4: Pb 1.596; C -0.073; C -0.256; N -0.253

[6]
Entry from OMol25: a molecular structure, C28H26FN8O4STi (the ωB97M-V functional and the def2-TZVPD basis).

Geometry as XYZ:
```
69
Properties=species:S:1:pos:R:3
Ti -0.1259 -0.1010 -0.6057
C -0.0763 0.9684 -3.4630
N 0.9277 0.5610 -2.4156
C 1.7624 -0.5634 -2.9281
C 0.9020 -1.7877 -2.9898
C 1.1557 -2.8290 -3.8552
C 0.2951 -3.9146 -3.8620
C -0.8059 -3.9041 -3.0179
C -0.9885 -2.8273 -2.1794
N -0.1435 -1.7852 -2.1463
C 1.8015 1.7062 -2.0448
C 1.0092 2.6533 -1.1940
C 1.3107 3.9949 -1.0655
C 0.5053 4.7802 -0.2589
C -0.5741 4.1995 0.3974
C -0.7985 2.8548 0.2349
N -0.0233 2.0922 -0.5518
C -1.5078 0.9687 -2.9888
C -2.5155 1.4716 -3.7845
C -3.8108 1.5014 -3.2962
C -4.0678 1.0226 -2.0178
C -3.0210 0.5115 -1.2899
N -1.7593 0.4784 -1.7671
H 0.0117 0.2945 -4.3144
H 0.1734 1.9635 -3.8282
H 2.5899 -0.7161 -2.2420
H 2.1729 -0.3155 -3.9070
H 2.0083 -2.7863 -4.5208
H 0.4695 -4.7487 -4.5299
H -1.5187 -4.7180 -3.0108
H -1.8364 -2.7801 -1.5142
H 2.1855 2.1995 -2.9372
H 2.6546 1.3209 -1.4866
H 2.1537 4.4155 -1.6009
H 0.7080 5.8380 -0.1503
H -1.2342 4.7840 1.0231
H -1.6158 2.3602 0.7424
H -2.2881 1.8396 -4.7783
H -4.6140 1.8982 -3.9048
H -5.0639 1.0395 -1.5972
H -3.1725 0.1031 -0.3015
F -2.0372 -3.8358 5.0683
C -1.8289 -3.2736 3.9001
C -0.6370 -2.8040 3.5541
N -0.3852 -2.1834 2.3150
C 1.0317 -1.8419 2.0448
C 1.2164 -0.5826 1.1983
O 1.4762 -0.8707 -0.1396
O 0.2027 0.3087 1.2468
C -1.3855 -2.0385 1.4389
O -1.2711 -1.4803 0.2986
N -2.5878 -2.5186 1.7807
C -2.9670 -3.1805 2.9907
O -4.0822 -3.5600 3.1546
H 0.2046 -2.8930 4.2255
H 1.5284 -2.6676 1.5393
H 1.4839 -1.6989 3.0165
H -3.3374 -2.4095 1.1099
S 2.9220 0.2079 1.7095
C 2.6535 0.7068 3.3488
N 3.6856 1.3407 3.9580
C 3.6065 1.7892 5.2294
C 2.4506 1.5996 5.9243
C 1.4289 0.9294 5.2590
N 1.5233 0.4880 3.9993
H 4.5509 1.4703 3.4441
H 4.4833 2.2792 5.6288
H 2.3469 1.9431 6.9432
H 0.4885 0.7316 5.7616
```

Results
* net charge: +3
* HOMO-LUMO gap: 0.30484 hartree
* energy above the lowest of the compared OMol25 structures with the same formula, charge and spin: 0.0 kcal per mole
* 2S+1: 1
* total energy: -86217.9057 eV
* HOMO level: -16.991 eV
* LUMO level: -0.320 Eh

Atomic partial charges in e from the natural (NBO) method, atoms 1 to 4: Ti 1.771; C -0.267; N -0.431; C -0.257